# 1
Density functional theory data (ωB97M-V/def2-TZVPD) for an isolated molecule of C4H7N3 at a distorted geometry.

```
! RIJCOSX wB97M-V def2-TZVPD def2/J DEFGRID3
* xyz 0 1
H -0.51331 2.96767 -0.43758
N -1.05942 2.11148 -0.55035
C -0.37160 1.10037 -0.99594
N 0.86683 0.59669 -0.48290
C 0.70620 -0.38708 0.39281
C 1.40510 -1.23168 1.12846
C -1.12107 -0.43335 0.37654
N -1.82555 -1.46767 0.12077
H -1.39754 -2.03402 -0.61606
H -0.35061 0.98403 -2.08804
H 1.72971 0.66214 -1.02063
H 2.40893 -0.96338 1.44491
H 0.96394 -2.13431 1.53605
H -1.44161 0.22912 1.19194
*
```

Values from the calculation:
- Energy above the lowest of the compared OMol25 structures with the same formula, charge and spin: 576.3 kJ/mol
- Lowest unoccupied orbital energy: -1.10 eV
- E_HOMO: -8.37 eV
- SMILES string: [H]/N=C\NC(=C)/C=N\[H]
- Maximum force: 5.2 eV Å⁻¹



# 2
Density functional theory data (ωB97M-V/def2-TZVPD) for a structure of composition C4H7N3 at a distorted geometry.

```
! RIJCOSX wB97M-V def2-TZVPD def2/J DEFGRID3
* xyz 0 1
C 1.34576 0.65626 -0.38815
C -1.36383 1.46048 0.13463
C -0.89428 0.03319 0.28020
C 0.41233 -0.31871 -0.46790
N 2.02618 1.51449 -0.16204
N 1.92964 -2.28134 -0.08770
N 1.14730 -1.72307 0.61717
H -1.17497 1.57004 -1.05186
H -1.04040 2.30490 0.62352
H -2.56528 1.52607 0.35735
H -0.84313 -0.19142 1.38907
H -1.65004 -0.66196 -0.12424
H 0.30792 -0.83073 -1.39685
H 2.36279 -3.05820 0.27680
*
```

Values from the calculation:
- Energy above the lowest of the compared OMol25 structures with the same formula, charge and spin: 388.3 kJ/mol
- Lowest unoccupied orbital energy: 0.60 eV
- E_HOMO: -8.92 eV
- Maximum force: 6.4 eV Å⁻¹



# 3
Density functional theory data (ωB97M-V/def2-TZVPD) for an isolated molecule of C4H7N3 at a distorted geometry.

```
! RIJCOSX wB97M-V def2-TZVPD def2/J DEFGRID3
* xyz 0 1
C -2.52139 0.32279 -0.12104
N -1.61265 -0.54285 0.13891
N -0.32790 -0.03926 -0.16844
C 0.29194 1.23326 0.17221
N 1.57204 1.15716 0.06667
C 2.00202 -0.26520 -0.17771
C 0.73908 -1.00792 0.14852
H -2.46988 1.42554 -0.29805
H -3.65849 -0.08396 -0.08855
H -0.32806 2.11082 0.28175
H 2.95431 -0.73420 0.32368
H 2.36159 -0.44424 -1.23811
H 0.70031 -1.20561 1.26009
H 0.29708 -1.92634 -0.29993
*
```

Values from the calculation:
- Energy above the lowest of the compared OMol25 structures with the same formula, charge and spin: 299.4 kJ/mol
- Lowest unoccupied orbital energy: 0.90 eV
- E_HOMO: -8.58 eV
- SMILES string: C=NN1C=NCC1
- Maximum force: 3.9 eV Å⁻¹



# 4
Density functional theory data (ωB97M-V/def2-TZVPD) for an isolated molecule of C4H7N3 at a distorted geometry.

```
! RIJCOSX wB97M-V def2-TZVPD def2/J DEFGRID3
* xyz 0 1
H -1.17260 1.73983 -1.98045
N -0.20796 1.45061 -1.78711
C -0.13719 0.63175 -0.83747
C -1.30039 -0.00639 -0.10771
C -0.82967 -0.34963 1.31895
N 0.37350 -1.18220 1.35783
C 1.25947 -0.86959 0.49537
N 1.12653 0.19987 -0.39899
H -1.62533 -0.91881 -0.65220
H -2.17857 0.64131 -0.02853
H -0.58438 0.57243 1.89559
H -1.59528 -0.89107 1.78727
H 2.24764 -1.36179 0.54836
H 1.91064 0.50329 -0.98705
*
```

Values from the calculation:
- Energy above the lowest of the compared OMol25 structures with the same formula, charge and spin: 7.7 kJ/mol
- Lowest unoccupied orbital energy: 0.96 eV
- E_HOMO: -9.18 eV
- SMILES string: [H]/N=C1\CCN=CN1
- Maximum force: 1.6 eV Å⁻¹



# 5
Density functional theory data (ωB97M-V/def2-TZVPD) for an isolated molecule of C4H7N3 at a distorted geometry.

```
! RIJCOSX wB97M-V def2-TZVPD def2/J DEFGRID3
* xyz 0 1
H -1.51868 -1.17107 -2.79646
N -1.36559 -1.45841 -1.83472
C -0.84429 -0.51260 -1.15453
C -0.48187 0.76896 -1.77811
N -0.22227 1.73090 -2.36845
N -0.58466 -0.64178 0.17269
C -0.06381 0.38476 1.04866
C 1.42100 0.21633 1.34116
H -0.86569 -1.53466 0.55761
H -0.26712 1.35614 0.58327
H -0.62484 0.34013 1.98638
H 2.02366 0.31353 0.43292
H 1.62823 -0.77294 1.76579
H 1.76594 0.98069 2.04380
*
```

Values from the calculation:
- Energy above the lowest of the compared OMol25 structures with the same formula, charge and spin: 47.3 kJ/mol
- Lowest unoccupied orbital energy: 0.79 eV
- E_HOMO: -9.47 eV
- SMILES string: [H]/N=C(\C#N)NCC
- Maximum force: 1.3 eV Å⁻¹



# 6
Density functional theory data (ωB97M-V/def2-TZVPD) for an isolated molecule of C4H7N3 at a distorted geometry.

```
! RIJCOSX wB97M-V def2-TZVPD def2/J DEFGRID3
* xyz 0 1
N -1.85752 -0.90891 0.72851
C -0.61134 -0.14935 0.47273
C 0.20106 0.48983 1.50577
C 1.48851 0.60142 0.85298
N 1.37117 0.34404 -0.42666
C 0.05527 -0.02608 -0.76162
N -0.25144 -0.14961 -2.15507
H -1.68045 -1.80112 1.15978
H -2.61895 -0.40742 1.30726
H 0.09992 0.53778 2.59265
H 2.34041 1.20449 1.35570
H 1.81486 1.09074 -1.06080
H -1.38688 0.02394 -2.09065
H -0.20545 -1.14191 -2.71050
*
```

Values from the calculation:
- Energy above the lowest of the compared OMol25 structures with the same formula, charge and spin: 201.5 kJ/mol
- Lowest unoccupied orbital energy: 1.03 eV
- E_HOMO: -7.68 eV
- SMILES string: Nc1cc[nH]c1N
- Maximum force: 6.7 eV Å⁻¹



# 7
Density functional theory data (ωB97M-V/def2-TZVPD) for an isolated molecule of C4H7N3.

```
! RIJCOSX wB97M-V def2-TZVPD def2/J DEFGRID3
* xyz 0 1
N -2.40987 -0.02928 -0.11757
C -0.93931 -0.00715 -0.03092
C 0.08816 -0.93413 0.14785
C 1.23307 -0.10163 0.15064
N 2.57666 -0.50942 0.36167
C 0.79467 1.21133 -0.02536
N -0.55233 1.26359 -0.13132
H -2.81911 -0.48916 -0.93596
H -2.91161 -0.32904 0.72318
H 0.05813 -2.01154 0.26875
H 3.20731 0.19227 -0.01132
H 2.77243 -1.38238 -0.11358
H 1.37959 2.12328 -0.06613
H -2.47781 1.00325 -0.21994
*
```

Values from the calculation:
- Energy above the lowest of the compared OMol25 structures with the same formula, charge and spin: 171.6 kJ/mol
- Lowest unoccupied orbital energy: 0.16 eV
- E_HOMO: -6.61 eV
- Maximum force: 0.5 eV Å⁻¹



# 8
Density functional theory data (ωB97M-V/def2-TZVPD) for a cluster of 2 separate species, C4H7N3 in total at a distorted geometry.

```
! RIJCOSX wB97M-V def2-TZVPD def2/J DEFGRID3
* xyz 0 1
C 2.14378 -0.83875 -0.02310
C 0.90771 -1.36561 0.08412
C 0.39702 2.08693 0.04970
C -1.34353 -0.28686 0.12025
N 2.14464 0.52417 -0.04260
N 0.03862 -0.25747 0.07702
N 0.87753 0.85554 0.03576
H 3.78221 -1.67889 0.03622
H 0.40547 -2.32257 0.03115
H -0.59970 2.12464 -0.23893
H 0.84948 2.96254 -0.04517
H -1.65786 0.61207 -0.55994
H -1.79701 -1.30823 -0.12042
H -1.67886 0.05428 1.04919
*
```

Values from the calculation:
- Energy above the lowest of the compared OMol25 structures with the same formula, charge and spin: 731.9 kJ/mol
- Lowest unoccupied orbital energy: 0.11 eV
- E_HOMO: -6.76 eV
- Maximum force: 4.8 eV Å⁻¹



# 9
Density functional theory data (ωB97M-V/def2-TZVPD) for a cluster of 2 separate species, C4H7N3 in total at a distorted geometry.

```
! RIJCOSX wB97M-V def2-TZVPD def2/J DEFGRID3
* xyz 2 3
C 2.41527 1.21842 0.36539
C -1.29995 0.77631 0.11807
C 0.93736 -0.60388 -0.27258
C -2.13811 -0.18017 0.59947
N -0.80732 1.65596 -0.39389
N 1.94877 0.21210 -0.02897
N 1.18401 -1.81938 -0.64494
H 2.74925 2.22932 0.28936
H -1.58802 -0.98867 1.15765
H -2.91336 -0.47446 -0.12749
H -2.93407 0.33843 1.34432
H -0.14189 2.33390 -0.89895
H 0.52094 -2.48286 -0.86931
H 2.06710 -2.21500 -0.63813
*
```

Values from the calculation:
- Energy above the lowest of the compared OMol25 structures with the same formula, charge and spin: 145.0 kJ/mol
- Lowest unoccupied orbital energy (alpha / beta): -8.86 / -11.91 eV
- Expectation value of S²: 2.03
- E_HOMO (alpha / beta): -16.98 / -21.14 eV
- Maximum force: 5.1 eV Å⁻¹



# 10
Density functional theory data (ωB97M-V/def2-TZVPD) for an isolated molecule of C4H7N3O at a distorted geometry.

```
! RIJCOSX wB97M-V def2-TZVPD def2/J DEFGRID3
* xyz 0 1
C -1.76170 -0.64457 -0.10868
C -0.53038 -1.16009 -0.81479
C 0.34206 -1.74143 0.10736
N 1.38545 -1.91354 0.80079
N 0.00939 0.13661 -1.34981
C 0.72388 1.02198 -0.65845
N 0.96573 1.03771 0.65813
O 2.10535 1.89839 0.99259
H -1.63896 -0.02257 0.88425
H -2.69038 -1.55857 0.01332
H -2.13416 0.29320 -0.77706
H -0.84063 -1.72500 -1.56740
H 1.04991 2.00992 -1.26974
H 1.07563 0.10686 1.04690
H 1.93882 2.26111 2.04259
*
```

Values from the calculation:
- Energy above the lowest of the compared OMol25 structures with the same formula, charge and spin: 593.6 kJ/mol
- Lowest unoccupied orbital energy: 0.42 eV
- E_HOMO: -9.31 eV
- SMILES string: C[C@H](C#N)/N=C\NO
- Maximum force: 12.3 eV Å⁻¹



# 11
Density functional theory data (ωB97M-V/def2-TZVPD) for a cluster of 2 separate species, C4H7N3O in total at a distorted geometry.

```
! RIJCOSX wB97M-V def2-TZVPD def2/J DEFGRID3
* xyz 0 1
C -1.06525 -0.17112 0.09717
C -0.46999 -1.37142 0.39258
C 1.19489 0.06740 -0.00759
C -0.02728 0.85508 -0.13941
H -2.86104 0.62008 0.71756
H -2.79337 -1.19903 -0.72736
H -0.91152 -2.33099 0.13328
H 1.58556 -2.00630 -0.53098
H 2.70297 1.12645 -0.73265
H 3.13007 0.55396 0.91790
H -1.32206 2.26167 0.25699
N -2.37258 0.17773 -0.34355
N 0.84013 -1.21173 0.00011
N 2.61162 0.39490 -0.17811
O -0.24217 2.23332 0.14407
*
```

Values from the calculation:
- Energy above the lowest of the compared OMol25 structures with the same formula, charge and spin: 698.5 kJ/mol
- Lowest unoccupied orbital energy: 0.05 eV
- E_HOMO: -7.64 eV
- Maximum force: 8.6 eV Å⁻¹



# 12
Density functional theory data (ωB97M-V/def2-TZVPD) for an isolated molecule of C4H7N3O at a distorted geometry.

```
! RIJCOSX wB97M-V def2-TZVPD def2/J DEFGRID3
* xyz 0 1
H -0.27712 2.33648 -0.48246
N 0.56735 1.78173 -0.14529
C 0.33549 0.50773 0.04806
C -0.81226 -0.39244 -0.00317
C -2.19606 0.09614 0.07705
C -0.20723 -1.62503 -0.23176
O 1.15054 -1.67283 -0.10765
N 1.38584 -0.36531 0.36930
N 2.63342 0.12691 -0.10424
H -2.82654 -0.78148 0.23228
H -2.47784 0.79426 -0.75068
H -2.46057 0.66378 1.00371
H -0.58574 -2.64141 -0.22328
H 2.47899 1.08865 -0.33240
H 3.29173 0.08282 0.65055
*
```

Values from the calculation:
- Energy above the lowest of the compared OMol25 structures with the same formula, charge and spin: 375.2 kJ/mol
- Lowest unoccupied orbital energy: 0.87 eV
- E_HOMO: -8.60 eV
- SMILES string: [H]/N=c1\c(C)con1N
- Maximum force: 3.6 eV Å⁻¹